(1)
C23H24BrCl2NO2Rh | ωB97M-V/def2-TZVPD

The geometry in XYZ format:
```
54
Properties=species:S:1:pos:R:3:mulliken_charge:R:1
Rh -1.92 1.68 1.28 0.7120
Cl -5.95 0.83 4.02 -0.1462
C -5.82 1.06 2.33 0.4784
C -6.98 0.97 1.51 -0.7056
C -6.90 1.15 0.16 0.5622
Cl -8.33 1.04 -0.80 -0.2044
C -5.66 1.43 -0.47 0.0301
C -5.44 1.62 -1.84 -0.5339
C -4.16 1.86 -2.30 -0.9320
C -3.10 1.93 -1.41 -0.1227
N -3.29 1.76 -0.10 -0.1766
C -4.54 1.51 0.38 -0.1465
C -4.60 1.33 1.76 1.2923
O -3.44 1.47 2.44 -0.9395
H -7.93 0.76 1.98 0.4675
H -6.27 1.57 -2.53 0.4581
H -3.97 2.01 -3.36 0.4117
H -2.08 2.10 -1.73 0.4692
C 5.20 -0.94 -1.11 -2.0234
C 4.52 0.44 -1.06 1.8913
C 5.37 1.37 -0.20 -1.5741
C 4.44 0.98 -2.50 -1.5869
C 3.11 0.36 -0.48 -0.4424
C 2.35 1.52 -0.37 -0.7742
C 1.09 1.40 0.16 -0.4336
Br 0.02 2.98 0.36 -0.0067
C 0.50 0.23 0.60 1.8442
O -0.75 0.23 1.13 -1.2928
C 1.25 -0.95 0.50 -0.3729
C 2.54 -0.82 -0.03 0.3708
C 0.81 -2.36 0.94 1.9232
C 1.78 -2.86 2.02 -1.5934
C 0.86 -3.29 -0.28 -1.5993
C -0.61 -2.45 1.53 -2.2438
H 6.20 -0.83 -1.53 0.4259
H 4.65 -1.64 -1.73 0.4017
H 5.31 -1.36 -0.11 0.3969
H 6.39 1.44 -0.60 0.4410
H 5.44 1.01 0.83 0.3819
H 4.96 2.39 -0.17 0.3196
H 5.44 1.04 -2.93 0.4438
H 4.01 1.99 -2.52 0.3142
H 3.83 0.34 -3.13 0.3803
H 2.72 2.49 -0.69 0.4474
H 3.12 -1.73 -0.10 0.4323
H 2.81 -2.92 1.66 0.2956
H 1.49 -3.86 2.34 0.4587
H 1.77 -2.21 2.90 0.3836
H 1.87 -3.35 -0.70 0.2927
H 0.18 -2.95 -1.06 0.3898
H 0.56 -4.30 0.02 0.4605
H -0.72 -1.83 2.42 0.3649
H -0.79 -3.49 1.80 0.5637
H -1.37 -2.15 0.80 0.3456
```

The multiplicity is 1. For the relative energy (zero: lowest compared OMol25 entry of this formula, charge and spin), the calculation gives 0.419 eV. The frontier orbital gap (alpha / beta) is 6.1 / 6.1 eV. The total charge is +1. The molar mass comes out at 600.17 g/mol.

---

(2)
C23H24FI2N2NaO5 | ωB97M-V/def2-TZVPD

The geometry in XYZ format:
```
58
Properties=species:S:1:pos:R:3:mulliken_charge:R:1
Na -0.46 -0.49 -1.82 1.0641
C 2.07 -2.55 1.92 -0.6510
O 0.90 -1.79 2.08 -0.1811
C 1.05 -0.74 3.00 -0.5252
C -0.04 0.29 2.78 -0.6831
O 0.34 1.10 1.68 0.0607
C -0.63 2.06 1.35 -0.6377
C -0.16 2.81 0.12 -0.1606
O -0.61 2.20 -1.07 -0.2252
C 0.29 2.42 -2.15 -0.5923
H 2.33 -3.08 2.85 0.3452
H 2.91 -1.93 1.62 0.2105
H 1.88 -3.28 1.14 0.1615
H 2.02 -0.25 2.86 0.3224
H 1.01 -1.12 4.03 0.3386
H -0.14 0.91 3.69 0.3224
H -0.99 -0.21 2.57 0.3099
H -0.72 2.78 2.19 0.3471
H -1.60 1.60 1.17 0.2856
H 0.94 2.84 0.14 -0.0424
H -0.54 3.84 0.15 0.3302
H 0.45 3.50 -2.31 0.3554
H -0.15 1.97 -3.03 0.2233
H 1.25 1.95 -1.93 0.1131
I 2.02 -4.13 -2.40 -0.0010
C 3.26 -2.65 -1.61 -0.3667
C 4.61 -2.92 -1.43 -0.3369
C 5.45 -1.99 -0.88 -0.3328
I 7.47 -2.51 -0.63 -0.0462
C 4.97 -0.71 -0.51 1.1023
C 5.75 0.31 0.06 -0.7676
C 5.19 1.51 0.38 -0.9508
C 3.82 1.70 0.12 -0.1084
N 3.06 0.78 -0.40 0.1422
C 3.59 -0.42 -0.71 -0.2736
C 2.65 -1.41 -1.27 0.3269
O 1.43 -1.17 -1.38 -0.6727
H 4.99 -3.89 -1.71 0.3184
H 6.81 0.13 0.23 0.1484
H 5.78 2.31 0.82 0.3940
H 3.35 2.65 0.36 0.2864
O -2.10 0.79 -5.97 -0.7514
C -1.64 0.42 -4.91 0.5688
N -1.19 0.07 -3.88 -0.8893
F -7.52 -3.39 1.51 -0.3921
C -6.32 -2.79 1.16 0.3531
C -5.12 -3.37 1.55 -0.4053
C -3.93 -2.77 1.19 -0.5683
C -3.85 -1.55 0.43 0.7989
C -2.65 -0.94 0.12 -1.3085
C -5.14 -1.03 0.06 -0.5998
C -6.33 -1.63 0.41 -0.4022
H -5.13 -4.29 2.12 0.3564
H -3.00 -3.24 1.50 0.3129
H -2.64 0.00 -0.43 0.2271
H -1.71 -1.37 0.45 0.1022
H -5.16 -0.12 -0.54 0.2910
H -7.27 -1.20 0.10 0.3528
```

The multiplicity is 1. For the relative energy (zero: lowest compared OMol25 entry of this formula, charge and spin), the calculation gives 0.000 eV. The frontier orbital gap is 3.2 eV. The total charge is -2. The molar mass comes out at 704.25 g/mol.

---

(3)
C23H24FN2O10 | ωB97M-V/def2-TZVPD

The geometry in XYZ format:
```
60
Properties=species:S:1:pos:R:3:mulliken_charge:R:1
C -5.96 2.37 -2.44 -1.3403
C -4.69 1.94 -3.19 -0.2437
C -4.23 0.53 -2.81 -0.7097
F -5.35 -0.24 -2.52 -0.4335
C -3.10 0.39 -1.73 2.4203
C -1.79 -0.01 -2.40 -2.1617
O -3.53 -0.84 -1.01 -0.5602
C -4.18 -0.49 0.10 0.5267
O -4.54 -1.22 0.95 -0.6006
O -4.34 0.87 0.08 -0.5545
C -3.05 1.31 -0.50 1.7415
C -3.15 2.82 -0.53 -2.0558
C -1.93 3.53 -1.05 0.4094
C -1.60 3.32 -2.65 -1.2250
O -0.84 2.87 -1.33 -0.3669
C -1.97 0.94 0.64 0.0114
O -1.00 0.22 0.33 -0.5996
O -2.27 1.42 1.75 -0.7701
H -5.81 2.35 -1.37 0.3064
H -6.22 3.38 -2.74 0.3689
H -6.79 1.71 -2.69 0.3661
H -3.91 2.67 -3.06 0.0362
H -4.95 1.93 -4.25 0.4646
H -3.80 0.08 -3.71 0.5613
H -0.94 0.23 -1.79 0.1642
H -1.85 -1.08 -2.56 0.6285
H -1.71 0.46 -3.38 0.4838
H -4.01 3.23 -1.05 0.1985
H -3.19 3.14 0.52 0.6430
H -1.77 4.55 -0.69 0.6188
H -1.48 4.44 -2.72 0.3765
H -0.71 3.16 -3.26 0.2707
C 0.44 -2.39 1.17 -0.4921
C 1.17 -3.33 1.89 -0.5104
C 2.31 -3.90 1.33 0.0594
C 2.70 -3.51 0.06 -0.7216
C 1.97 -2.59 -0.67 -0.1466
C 0.84 -2.03 -0.11 -0.1160
N 3.92 -4.09 -0.52 1.1094
O 4.53 -4.90 0.14 -0.6402
O 4.25 -3.71 -1.62 -0.6372
H -0.44 -1.93 1.60 0.4798
H 0.87 -3.61 2.89 0.4076
H 2.88 -4.62 1.90 0.4508
H 2.28 -2.30 -1.66 0.4692
H 0.25 -1.29 -0.65 0.3210
C 4.29 -1.17 1.97 0.1183
C 5.27 -1.96 2.56 -0.2502
C 6.15 -1.41 3.48 -0.4886
C 6.01 -0.07 3.80 -0.0425
C 5.04 0.73 3.22 -0.3805
C 4.18 0.17 2.30 -0.6250
N 6.93 0.52 4.79 0.9968
O 7.78 -0.20 5.27 -0.6160
O 6.78 1.69 5.08 -0.6156
H 3.61 -1.61 1.26 0.1474
H 5.36 -3.01 2.30 0.3625
H 6.91 -2.01 3.94 0.4433
H 4.96 1.78 3.49 0.4529
H 3.41 0.78 1.84 0.4891
```

The multiplicity is 1. For the relative energy (zero: lowest compared OMol25 entry of this formula, charge and spin), the calculation gives 0.000 eV. The frontier orbital gap is 7.1 eV. The total charge is -1. The molar mass comes out at 507.45 g/mol.

---

(4)
C23H24N2O3 | ωB97M-V/def2-TZVPD

The geometry in XYZ format:
```
52
Properties=species:S:1:pos:R:3:mulliken_charge:R:1
C -1.02 -4.48 0.37 -1.8385
H -1.36 -4.86 -0.59 0.3878
C -0.51 -3.05 0.22 0.5847
N -0.04 -2.56 1.51 -0.1486
C 1.15 -1.93 1.66 0.6228
O 1.99 -1.87 0.79 -0.6875
C 1.31 -1.30 3.04 -0.9208
H 0.48 -0.61 3.20 0.4375
H 1.26 -2.08 3.80 0.5245
C 2.63 -0.54 3.18 -0.9219
N 2.84 0.37 2.07 0.2124
C 1.90 1.24 1.57 0.1629
O 0.81 1.46 2.04 -0.6395
C 2.52 1.83 0.35 0.5790
C 2.05 2.78 -0.53 -0.3449
C 2.86 3.13 -1.60 -0.5832
C 4.11 2.54 -1.78 -0.4965
C 4.59 1.59 -0.88 -0.5375
C 3.78 1.25 0.18 0.0732
C 4.00 0.30 1.30 0.4160
O 4.96 -0.38 1.55 -0.6559
H 5.56 1.13 -1.01 0.5141
H 4.71 2.82 -2.63 0.3965
H 2.52 3.86 -2.31 0.4243
H 1.09 3.24 -0.38 0.5077
H 3.48 -1.23 3.16 0.4250
H 2.64 0.02 4.12 0.2826
H -0.73 -2.49 2.24 0.3346
C -1.52 -2.06 -0.32 0.1722
C -1.08 -0.77 -0.58 -0.8887
C -1.94 0.24 -1.01 0.4607
C -3.29 -0.06 -1.19 1.0227
C -3.73 -1.35 -0.94 -1.2511
C -2.87 -2.34 -0.51 -0.6753
H -3.25 -3.33 -0.32 0.3770
H -4.77 -1.59 -1.09 0.3997
C -4.26 0.98 -1.67 -1.0598
C -3.74 2.40 -1.45 -0.8694
C -2.33 2.51 -2.02 -1.1377
C -1.39 1.62 -1.22 -0.3421
H -1.22 2.06 -0.23 0.2586
H -0.41 1.55 -1.71 0.4014
H -1.98 3.54 -1.99 0.3486
H -2.34 2.19 -3.07 0.3994
H -3.72 2.63 -0.39 0.3307
H -4.40 3.12 -1.94 0.4026
H -4.44 0.82 -2.74 0.3597
H -5.22 0.85 -1.16 0.4171
H -0.03 -0.53 -0.44 0.5451
H 0.37 -3.04 -0.44 0.4019
H -0.21 -5.11 0.72 0.4481
H -1.84 -4.52 1.08 0.3676
```

The multiplicity is 1. Its structure (SMILES) is C[C@H](NC(=O)CCN1C(=O)c2ccccc2C1=O)c1ccc2c(c1)CCCC2. For the relative energy (zero: lowest compared OMol25 entry of this formula, charge and spin), the calculation gives 0.000 eV. The frontier orbital gap is 8.5 eV. The molar mass comes out at 376.46 g/mol.

---

(5)
C23H24N2O4 | ωB97M-V/def2-TZVPD

The geometry in XYZ format:
```
53
Properties=species:S:1:pos:R:3:mulliken_charge:R:1
C -7.35 -1.33 -1.22 -0.8766
H -7.91 -2.25 -1.35 0.2449
O -6.15 -1.69 -0.58 -0.4406
C -5.24 -0.72 -0.29 0.4674
C -4.08 -1.14 0.34 -0.5262
C -3.08 -0.23 0.69 1.0950
C -3.27 1.14 0.40 -0.3879
C -4.43 1.55 -0.23 -1.0524
C -5.41 0.64 -0.57 -0.5354
H -6.31 0.99 -1.06 0.4157
H -4.58 2.60 -0.46 0.3735
N -2.28 2.02 0.75 0.0247
C -1.10 1.71 1.38 0.1582
O -0.30 2.59 1.65 -0.7314
C -0.92 0.29 1.67 0.1101
C -1.87 -0.62 1.33 0.1772
H -1.70 -1.67 1.54 0.5622
C 0.40 -0.12 2.26 -1.6579
N 1.28 -0.63 1.21 0.2537
C 1.51 -1.95 1.13 0.5554
O 1.03 -2.74 1.93 -0.7010
C 2.49 -2.46 0.08 0.0514
C 3.94 -2.28 0.55 -0.6047
H 4.04 -1.35 1.11 0.1839
C 4.69 -2.19 -0.77 -0.6753
H 4.87 -3.19 -1.18 0.3055
H 5.64 -1.67 -0.69 0.3536
C 3.68 -1.44 -1.64 -0.1663
H 3.79 -0.35 -1.51 -0.0082
H 3.75 -1.68 -2.70 0.3853
O 2.39 -1.83 -1.19 -0.4306
H 4.26 -3.11 1.18 0.4541
H 2.26 -3.53 -0.05 0.4984
C 1.66 0.36 0.26 -0.1320
C 2.73 1.20 0.55 -0.1571
C 3.08 2.23 -0.32 0.5022
C 2.33 2.41 -1.47 -0.7466
C 1.25 1.58 -1.76 -1.3219
C 0.91 0.56 -0.89 0.0890
H 0.08 -0.10 -1.11 0.6138
H 0.68 1.73 -2.65 0.4394
H 2.58 3.21 -2.15 0.4247
C 4.22 3.14 0.02 -1.6220
H 5.03 2.59 0.48 0.3710
H 3.88 3.90 0.72 0.3038
H 4.58 3.65 -0.87 0.4095
H 3.29 1.05 1.46 0.4487
H 0.28 -0.92 2.99 0.7791
H 0.87 0.76 2.71 0.3029
H -2.42 3.01 0.54 0.2189
H -3.95 -2.19 0.56 0.5135
H -7.94 -0.64 -0.60 0.3434
H -7.17 -0.88 -2.20 0.3440
```

The multiplicity is 1. Its structure (SMILES) is COc1ccc2[nH]c(=O)c(CN(C(=O)[C@@H]3CCCO3)c3cccc(C)c3)cc2c1. For the relative energy (zero: lowest compared OMol25 entry of this formula, charge and spin), the calculation gives 1.248 eV. The frontier orbital gap is 8.2 eV. The molar mass comes out at 392.45 g/mol.

---

(6)
C23H24N2O5S | ωB97M-V/def2-TZVPD

The geometry in XYZ format:
```
55
Properties=species:S:1:pos:R:3:mulliken_charge:R:1
C 4.39 2.83 -1.09 -0.8855
H 5.39 2.91 -0.67 0.2679
O 4.10 1.45 -1.13 -0.4474
C 2.90 1.05 -1.64 0.1114
C 1.90 1.90 -2.08 -0.7980
C 0.72 1.36 -2.57 -0.7072
C 0.52 0.00 -2.65 0.5648
C 1.53 -0.86 -2.20 1.1183
C 2.71 -0.33 -1.70 -0.1203
H 3.52 -0.95 -1.35 0.4891
O 1.28 -2.20 -2.30 -0.4587
C 2.24 -3.10 -1.81 -0.9552
H 3.19 -3.02 -2.35 0.3494
H 2.42 -2.97 -0.74 0.3355
H 1.82 -4.10 -1.97 0.2835
C -0.79 -0.55 -3.15 -2.0175
N -1.71 -0.78 -2.04 0.2618
C -2.46 0.25 -1.61 0.3454
O -2.53 1.32 -2.19 -0.6930
C -3.19 -0.01 -0.32 -0.3718
C -4.57 -0.10 -0.27 -0.4693
C -5.19 -0.35 0.95 -0.7421
C -4.44 -0.52 2.10 -0.8147
C -3.05 -0.41 2.05 0.5280
C -2.44 -0.12 0.84 0.1282
H -1.36 0.00 0.80 0.7075
N -2.27 -0.58 3.18 -0.2240
S -0.75 -1.30 3.08 1.3324
O -0.67 -2.17 1.94 -0.5560
O -0.52 -1.85 4.38 -0.7625
C 0.35 0.09 2.84 0.2297
C 1.33 0.02 1.88 -0.2764
C 2.23 1.07 1.76 -0.4708
C 2.11 2.17 2.59 -0.5713
C 1.11 2.23 3.54 -0.6454
C 0.22 1.18 3.68 -0.6295
H -0.56 1.19 4.42 0.4407
H 1.02 3.10 4.18 0.3972
H 2.81 2.99 2.49 0.4039
H 3.02 1.02 1.03 0.4937
H 1.39 -0.85 1.24 0.6014
H -2.76 -0.86 4.02 0.2653
H -4.93 -0.74 3.04 0.3696
H -6.27 -0.42 1.00 0.3876
H -5.15 0.01 -1.17 0.4942
C -1.68 -2.07 -1.38 -1.0057
H -1.30 -2.81 -2.08 0.3789
H -1.04 -2.07 -0.50 0.2596
H -2.68 -2.36 -1.08 0.3976
H -1.26 0.19 -3.81 0.5597
H -0.64 -1.48 -3.69 0.5605
H -0.07 2.02 -2.90 0.4278
H 2.01 2.97 -2.04 0.4391
H 4.38 3.26 -2.10 0.3913
H 3.68 3.37 -0.46 0.3014
```

The multiplicity is 1. Its structure (SMILES) is COc1ccc(CN(C)C(=O)c2cccc(NS(=O)(=O)c3ccccc3)c2)c(OC)c1. For the relative energy (zero: lowest compared OMol25 entry of this formula, charge and spin), the calculation gives 1.909 eV. The frontier orbital gap is 8.9 eV. The molar mass comes out at 440.52 g/mol.

---

(7)
C23H24N2Zr | ωB97M-V/def2-TZVPD

The geometry in XYZ format:
```
50
Properties=species:S:1:pos:R:3:mulliken_charge:R:1
C -0.01 1.04 -3.66 -0.3900
C 1.09 0.20 -4.33 -1.1014
H -0.87 0.42 -3.22 0.3270
H -0.56 1.62 -4.42 0.5590
H 0.39 1.80 -2.98 0.2097
H 1.17 -0.85 -3.96 0.4180
H 0.85 0.13 -5.40 0.3626
H 2.08 0.68 -4.24 0.3651
C -2.88 -0.78 -0.63 0.0700
C -3.81 -1.00 0.39 -0.8327
C -3.49 -1.91 1.40 -0.5088
C -2.30 -2.62 1.36 -0.8070
H -3.06 -0.10 -1.47 0.4333
H -4.74 -0.45 0.35 0.4483
H -4.19 -2.07 2.20 0.4791
H -2.02 -3.34 2.13 0.3303
N -1.67 -1.39 -0.62 -0.4226
C -1.38 -2.33 0.34 0.6822
C 0.00 -2.81 0.36 0.7317
N 0.95 -2.05 -0.29 0.0441
C 2.25 -2.31 0.01 -0.1169
C 1.69 -4.01 1.60 -0.4441
C 2.63 -3.15 1.04 -0.8860
H 3.03 -1.81 -0.55 0.3450
H 3.67 -3.09 1.34 0.4543
C 0.37 -3.89 1.18 -0.8164
H -0.40 -4.57 1.57 0.5346
H 1.98 -4.71 2.38 0.4727
Zr 0.13 -0.25 -1.58 0.8756
C 2.26 0.23 -1.57 -1.6436
H 2.84 -0.64 -1.92 0.5163
H 2.54 0.42 -0.54 0.5229
H 2.63 1.06 -2.19 0.4158
C 0.50 2.62 3.87 -0.5867
C 0.67 1.24 3.58 -0.7657
C 0.54 0.79 2.28 -0.0604
C 0.14 1.67 1.24 0.4525
C -0.24 1.23 -0.06 1.8235
C -0.90 2.09 -0.95 -1.1044
C -0.80 3.50 -0.74 -1.2141
C -0.41 3.97 0.49 -0.8110
C 0.00 3.08 1.53 0.8167
C 0.17 3.51 2.87 -0.8833
H 0.62 2.99 4.90 0.4029
H 0.91 0.55 4.40 0.4281
H 0.71 -0.27 2.03 0.1880
H -1.59 1.75 -1.75 0.4221
H -1.05 4.18 -1.56 0.4429
H -0.43 5.03 0.73 0.4270
H 0.02 4.58 3.06 0.3933
```

The multiplicity is 1. For the relative energy (zero: lowest compared OMol25 entry of this formula, charge and spin), the calculation gives 0.000 eV. The frontier orbital gap is 6.3 eV. The total charge is +2. The molar mass comes out at 419.68 g/mol.

---

(8)
C23H24N4O2RuSe | ωB97M-V/def2-TZVPD

The geometry in XYZ format:
```
55
Properties=species:S:1:pos:R:3:mulliken_charge:R:1
Ru 0.11 -2.16 -0.59 0.5622
N 2.52 -1.81 -0.55 -0.1605
C 3.02 -1.96 0.78 0.7107
C 4.33 -2.19 1.07 -0.5780
C 4.77 -2.31 2.41 -0.6895
C 3.88 -2.18 3.44 -0.9502
C 2.51 -1.96 3.17 0.5364
C 1.53 -1.83 4.19 -0.5993
C 0.22 -1.64 3.85 -0.9362
C -0.13 -1.61 2.49 -0.2793
N 0.76 -1.75 1.53 0.5088
C 2.08 -1.89 1.84 0.0269
H 3.12 -2.26 -1.23 0.2760
H 2.41 -0.83 -0.82 0.2184
H 5.05 -2.26 0.27 0.4258
H 5.81 -2.49 2.61 0.4053
H 4.22 -2.25 4.47 0.4277
H 1.84 -1.88 5.22 0.4478
H -0.54 -1.52 4.60 0.4453
H -1.16 -1.46 2.19 0.4427
C -0.48 6.15 -1.58 -1.4840
C -0.46 4.65 -1.42 0.5459
C -1.15 3.83 -2.29 -0.8451
C -1.12 2.44 -2.17 0.8998
C -1.90 1.57 -3.11 -1.5747
C -0.37 1.89 -1.14 0.1727
C 0.34 2.69 -0.24 1.1644
C 1.18 2.08 0.85 -1.2779
C 0.29 4.07 -0.40 -1.0750
C -0.30 0.42 -0.97 1.6769
O -0.98 -0.17 -0.09 -0.6633
O 0.49 -0.27 -1.70 -1.0244
H -1.26 6.46 -2.28 0.3727
H 0.47 6.51 -1.96 0.3066
H -0.66 6.64 -0.62 0.3679
H -1.73 4.27 -3.09 0.3701
H -2.13 2.10 -4.04 0.4329
H -2.85 1.28 -2.66 0.1736
H -1.36 0.66 -3.37 0.3089
H 0.60 1.35 1.43 0.1750
H 1.54 2.84 1.54 0.3901
H 2.05 1.56 0.44 0.2417
H 0.84 4.70 0.29 0.3942
C -4.88 -0.59 -1.10 -0.9893
C -4.48 -2.07 -1.08 -0.2986
C -3.07 -2.24 -1.41 0.3926
N -1.96 -2.35 -1.66 -0.3558
H -5.93 -0.50 -0.81 0.3692
H -4.76 -0.17 -2.09 0.2549
H -4.28 -0.01 -0.40 0.2758
H -5.07 -2.65 -1.79 0.3338
H -4.64 -2.51 -0.09 0.2610
Se 0.79 -6.98 -0.46 -0.0394
C 0.53 -5.29 -0.66 0.1397
N 0.36 -4.12 -0.80 -0.6337
```

The multiplicity is 6. For the relative energy (zero: lowest compared OMol25 entry of this formula, charge and spin), the calculation gives 0.402 eV. The frontier orbital gap (alpha / beta) is 7.7 / 5.9 eV. The total charge is +1. The molar mass comes out at 568.50 g/mol.

---

> Number 7 is which compound?

C23H24N2Zr

---

> Which value of molar mass does entry 1 give?

600.17 g/mol

---

> Number 3 is which compound?

C23H24FN2O10

---

> molar mass of number 3 (C23H24FN2O10)?

507.45 g/mol